58
Properties=species:S:1:pos:R:3 method="wB97M-V/def2-TZVPD" smiles="Cc1nn(-c2ccc(N3CCCCC3)nn2)c(C)c1CCC(=O)Nc1ccc(F)c(F)c1" homo_lumo_gap_ev=8.188 energy_ev=-40696.17608
C 4.321 2.847 -0.890
C 3.418 1.679 -1.045
N 2.145 1.822 -1.336
N 1.612 0.589 -1.365
C 2.551 -0.368 -1.109
C 3.736 0.306 -0.887
C 5.033 -0.254 -0.396
H 5.865 0.123 -0.994
H 5.020 -1.341 -0.496
C 5.250 0.145 1.084
C 3.897 0.325 1.753
O 3.478 1.393 2.129
N 3.198 -0.850 1.859
C 1.828 -1.021 2.042
C 0.931 0.041 1.969
C -0.423 -0.211 2.065
C -0.898 -1.501 2.257
C -0.009 -2.556 2.341
C 1.346 -2.317 2.228
H 2.039 -3.144 2.276
H -0.390 -3.554 2.483
F -2.218 -1.736 2.373
F -1.291 0.811 1.963
H 1.278 1.051 1.824
H 3.699 -1.698 1.636
H 5.770 1.100 1.144
H 5.843 -0.608 1.606
C 2.258 -1.820 -1.190
H 1.529 -2.114 -0.439
H 3.173 -2.396 -1.067
H 1.826 -2.054 -2.162
C 0.231 0.457 -1.449
N -0.315 -0.689 -1.091
N -1.604 -0.836 -1.077
C -2.430 0.156 -1.435
N -3.752 -0.133 -1.428
C -4.793 0.825 -1.718
H -4.422 1.611 -2.374
C -5.367 1.405 -0.423
C -5.910 0.265 0.436
C -4.812 -0.768 0.675
H -5.198 -1.616 1.240
H -4.008 -0.314 1.256
C -4.240 -1.259 -0.657
H -3.408 -1.942 -0.492
H -5.018 -1.764 -1.239
H -6.273 0.653 1.389
H -6.752 -0.206 -0.078
H -6.157 2.122 -0.656
H -4.576 1.927 0.118
H -5.586 0.291 -2.255
C -1.902 1.412 -1.837
C -0.546 1.566 -1.834
H -0.059 2.492 -2.091
H -2.541 2.236 -2.109
H 4.446 3.068 0.170
H 3.881 3.714 -1.373
H 5.298 2.641 -1.323